Entry 1:
Entry from OMol25: a molecular structure, C39H31AsClF10FeN5O4S (ωB97M-V/def2-TZVPD).

```
! wB97M-V def2-TZVPD RIJCOSX def2/J DEFGRID3
* xyz -2 5
Fe 0.13770 0.40973 -1.25611
C -0.70964 -2.96307 -3.00435
N 0.16116 -1.96874 -2.35738
C 0.57742 -2.58948 -1.06158
C 1.82406 -1.97623 -0.41042
N 1.88258 -0.53925 -0.55106
C 3.05782 0.04681 -0.28809
C 3.26771 1.39744 -0.68645
F 2.33184 2.03417 -1.39073
C 4.39499 2.14985 -0.37007
F 4.48367 3.44677 -0.74874
C 5.45449 1.56388 0.30405
F 6.57957 2.26473 0.57368
C 5.30943 0.26286 0.65726
F 6.34361 -0.33867 1.30043
C 4.17478 -0.46304 0.40412
F 4.20386 -1.71982 0.89777
C 1.22463 -1.60894 -3.31410
C 0.73557 -0.48285 -4.22391
N 0.40335 0.72263 -3.47212
C 0.03343 1.70085 -4.30224
C -0.10042 1.77439 -5.72025
F 0.33522 0.82789 -6.58176
C -0.62997 2.87469 -6.37350
F -0.65602 2.93307 -7.74625
C -0.99850 3.99467 -5.69376
F -1.46061 5.09988 -6.29366
C -0.74365 4.05147 -4.34533
F -0.97535 5.19784 -3.70546
C -0.26203 2.95821 -3.71246
F -0.00579 3.10677 -2.40948
H -0.13247 -3.80758 -3.43748
H -1.21911 -2.45579 -3.84536
H -1.45735 -3.33779 -2.29122
H 0.76901 -3.66439 -1.19809
H -0.32949 -2.48684 -0.43363
H 2.74297 -2.37260 -0.85779
H 1.79834 -2.32766 0.64315
H 1.52749 -2.46971 -3.89806
H 2.08869 -1.25313 -2.77894
H -0.13766 -0.85620 -4.80046
H 1.50072 -0.23593 -5.00068
S -0.44686 2.44654 0.11925
C -0.55112 2.55594 1.85875
C -0.99607 3.82327 2.33416
C -1.19066 4.05699 3.67035
C -0.89037 3.11623 4.67114
C -0.40161 1.90740 4.24947
C -0.29680 1.60376 2.87768
As 0.26430 -0.19059 2.36160
C -0.88451 -1.41064 3.47410
C -1.10050 -2.71120 2.91840
C -1.99710 -3.63545 3.46665
C -2.73809 -3.28118 4.58242
C -2.52761 -2.04442 5.17670
C -1.64585 -1.10841 4.61937
C 1.95742 -0.33382 3.35466
C 2.79578 0.78218 3.44996
C 4.11834 0.64572 3.84194
C 4.65147 -0.59787 4.08996
C 3.82203 -1.71391 4.01731
C 2.47593 -1.57298 3.64052
H -1.31899 4.57913 1.62349
H -1.52533 5.01936 3.98992
H -0.99147 3.35892 5.73291
H -0.01239 1.15215 4.93701
H -0.52992 -2.99417 2.03892
H -2.16024 -4.62411 3.01313
H -3.46189 -4.00548 4.98236
H -3.08505 -1.79004 6.05094
H -1.58565 -0.12900 5.09155
H 2.42589 1.78270 3.17268
H 4.69795 1.55270 3.91728
H 5.67775 -0.74398 4.39172
H 4.26163 -2.67729 4.20120
H 1.81612 -2.44757 3.63075
C -5.07360 -1.91374 -1.15523
N -3.93912 -1.30799 -0.45240
C -3.89968 -0.87367 0.84132
C -2.66887 -0.31727 0.97789
N -1.95457 -0.41912 -0.17333
C -2.76373 -1.00843 -1.01494
H -5.90132 -1.89480 -0.44070
H -4.88288 -2.95774 -1.43448
H -5.37127 -1.32546 -2.03623
H -4.76976 -0.91002 1.48003
H -2.24872 0.21960 1.84244
H -2.55225 -1.23414 -2.01489
O -4.39037 -0.26380 -4.38452
Cl -4.00441 0.94387 -3.62746
O -4.16635 2.08482 -4.51668
O -4.91609 1.06357 -2.47763
O -2.64962 0.84254 -3.18095
*
```

## Properties
HOMO level (spin up / spin down)   -1.9 / -1.9 eV
Relative energy (zero: lowest compared OMol25 entry of this formula, charge and spin)   0.00 kcal per mole
Lowest unoccupied orbital energy (spin up / spin down)   3.944 / 3.944 eV
E   -202337.421 eV

***

Entry 2:
Entry from OMol25: a molecular structure, C31H67Cl20FN2OS2Si2 (ωB97M-V/def2-TZVPD).

```
! wB97M-V def2-TZVPD RIJCOSX def2/J DEFGRID3
* xyz 0 1
C -4.81114 -6.81280 -1.27706
C -4.35541 -6.12169 0.07575
C -2.89301 -6.61333 0.38254
C -1.96916 -5.58550 1.11659
N -1.67235 -4.32604 0.38727
C -2.45385 -3.16103 0.85013
C -1.74790 -1.81326 0.41104
C -1.41230 -0.88786 1.64311
C 0.12869 -0.84768 2.01013
Si 1.03962 0.68715 1.33106
C 2.90200 0.30718 1.26534
C 3.81111 1.17213 2.22111
C 4.27534 2.54830 1.57134
C 3.23291 1.35844 3.67677
O 0.61779 2.14896 2.13497
Si 0.72198 3.55017 1.16265
F 1.44881 3.23420 -0.34359
C -0.89288 4.52563 0.98678
C -0.49085 5.90150 0.27979
C -1.56413 7.02592 0.51655
C -2.65575 6.96196 -0.60836
C -2.03093 7.59004 -1.93423
N -1.46293 6.57909 -2.84036
C -1.67898 -4.47053 -1.02758
S -2.85394 -3.88120 -2.06086
S -0.25313 -5.33319 -1.83380
C -0.89984 -6.85386 -2.65685
C -0.41820 -7.04874 -4.14468
C -0.05276 -8.59711 -4.31950
H -5.92900 -6.85927 -1.36217
H -4.46044 -6.24775 -2.17550
H -4.38489 -7.84569 -1.37458
H -4.47196 -5.02166 -0.01952
H -5.09392 -6.46251 0.84430
H -2.99922 -7.49120 1.07859
H -2.46730 -7.02773 -0.55858
H -0.98205 -6.10636 1.26882
H -2.34104 -5.38108 2.15196
H -3.51761 -3.14293 0.51343
H -2.48491 -3.23315 1.96909
H -2.38818 -1.28828 -0.34387
H -0.80423 -2.07096 -0.13911
H -1.96395 -1.26819 2.53375
H -1.77117 0.14167 1.39467
H 0.32702 -1.03020 3.09928
H 0.60053 -1.72461 1.48022
H 0.58580 0.81817 -0.07537
H 3.02488 -0.76173 1.59559
H 3.23485 0.40547 0.20492
H 4.76220 0.59395 2.35409
H 3.99325 2.52164 0.48833
H 3.70781 3.41250 1.99837
H 5.37717 2.68710 1.60189
H 2.60965 2.29009 3.76022
H 2.58274 0.51706 4.01463
H 4.10604 1.52784 4.34755
H 1.67240 4.44491 1.83843
H -1.67223 4.04081 0.35630
H -1.27131 4.77851 2.01372
H 0.50114 6.25982 0.67514
H -0.32030 5.65320 -0.79273
H -2.00369 6.83871 1.53321
H -1.08738 8.04005 0.52981
H -3.58623 7.51970 -0.32173
H -2.98122 5.91835 -0.83098
H -1.28684 8.36638 -1.62982
H -2.89623 8.07396 -2.47041
H -2.17521 6.06182 -3.34206
H -0.74247 6.95437 -3.45140
H -0.64953 -7.71541 -1.98635
H -2.02076 -6.77359 -2.64983
H -1.32369 -6.90358 -4.78695
H 0.41472 -6.38438 -4.45204
H 1.05592 -8.68728 -4.30816
H -0.52264 -8.97481 -5.25615
H -0.46950 -9.21620 -3.48711
C 2.36151 7.14761 -4.36492
Cl 2.37759 7.23001 -2.60019
Cl 0.72757 7.37925 -5.00401
H 3.00651 7.92664 -4.76036
H 2.72450 6.17218 -4.67523
C -5.15526 7.39119 -4.87731
Cl -5.44321 6.58252 -3.33207
Cl -5.40373 9.13598 -4.74804
H -4.13047 7.20400 -5.18604
H -5.84341 6.99165 -5.61643
C 6.23425 -0.82252 -0.45430
Cl 6.00983 -1.69324 1.06880
Cl 5.92169 0.91161 -0.28083
H 7.25994 -0.96169 -0.78304
H 5.55117 -1.22991 -1.19453
C 5.83101 5.84121 -0.06528
Cl 7.12015 6.84478 -0.74220
Cl 5.66340 4.32088 -0.94881
H 6.06540 5.61999 0.97240
H 4.89298 6.38629 -0.12484
C 5.31828 0.31251 7.45372
Cl 3.94390 1.39304 7.20009
Cl 5.99923 -0.22755 5.91471
H 6.08586 0.83985 8.01241
H 4.98256 -0.55530 8.01418
C 4.22971 -3.73655 3.75456
Cl 4.27874 -3.63156 5.51791
Cl 2.59145 -3.49090 3.13727
H 4.87869 -2.97077 3.34043
H 4.57653 -4.71992 3.45087
C -2.37842 1.65643 4.21542
Cl -2.66054 0.81433 5.74425
Cl -2.64098 3.39791 4.37832
H -1.35141 1.48506 3.90218
H -3.06331 1.26669 3.46777
C -5.26062 -10.34609 -3.58005
Cl -4.76508 -10.32413 -1.88603
Cl -4.08339 -9.48374 -4.57675
H -5.33145 -11.37492 -3.92046
H -6.22680 -9.85814 -3.67037
C 1.94424 6.97341 4.21298
Cl 3.33256 7.16372 3.13297
Cl 1.30663 5.32705 4.15729
H 2.25608 7.19588 5.22916
H 1.16317 7.66312 3.90600
C -2.85515 -4.81680 -5.83596
Cl -1.42102 -4.64758 -6.85583
Cl -3.53213 -6.44803 -5.94068
H -2.57877 -4.61613 -4.80311
H -3.60581 -4.10371 -6.16394
*
```

## Properties
HOMO level   -8.2 eV
Relative energy (zero: lowest compared OMol25 entry of this formula, charge and spin)   63.37 kcal per mole
Lowest unoccupied orbital energy   -0.309 eV
E   -328855.497 eV